Density functional theory data (ωB97M-V with the def2-TZVPD basis set) for C3H5N2OP in the gas phase.

Structure (ORCA input):
```
! RIJCOSX wB97M-V def2-TZVPD def2/J DEFGRID3
* xyz 0 1
N -1.38767 -0.59324 1.28161
P -1.89175 -1.60883 -0.01507
C -0.64738 -0.82764 -0.93625
N 0.15696 0.07711 -0.25372
H 1.50617 0.40670 -1.75639
C 1.43161 0.65568 -0.70114
H 1.38401 1.64885 -0.50942
C -0.34192 0.23632 1.05106
O 0.04223 1.08019 1.86521
H -0.37407 -0.90151 -1.93462
H -2.04721 -0.33227 2.03118
H 2.16902 0.15867 -0.12247
*
```

As for the HOMO energy: -7.95 eV. For the total energy, the calculation gives -17508.524 eV. For the LUMO energy, the calculation gives 0.72 eV. Its energy above the lowest of the compared OMol25 structures with the same formula, charge and spin is 35.6 kJ/mol. The calculation puts the frontier orbital gap at 8.68 eV.